Model A:
Computed, not measured: one molecule with the formula C3H5NO4, with ωB97M-V/def2-TZVPD.

Summary:
Charge: 0
Frontier orbital gap: 10.81 eV
LUMO: 0.09 eV

Cartesian coordinates (Å):
O: -1.81 -2.00 0.32
O: -0.32 2.13 -0.18
O: 0.30 -1.42 -0.01
O: -0.26 -3.09 1.39
N: -0.69 -2.26 0.63
C: 1.07 1.85 -0.22
C: -0.26 -0.33 -0.54
C: 0.12 0.91 0.28
H: 1.38 1.62 -1.18
H: 0.14 0.76 1.35
H: -1.41 -0.44 -0.71
H: 0.06 -0.18 -1.58
H: 1.68 2.45 0.43

***

Model B:
Computed, not measured: one molecule with the formula C3H5NO4, with ωB97M-V/def2-TZVPD.

Summary:
Charge: 0
Frontier orbital gap: 10.14 eV
LUMO: 0.29 eV

Cartesian coordinates (Å):
O: 1.31 -1.54 0.07
O: 2.23 0.42 -0.51
O: -2.11 0.54 -0.52
O: -1.32 -1.44 0.16
N: -0.04 1.92 0.37
C: -1.20 -0.11 -0.04
C: 0.04 0.52 0.48
C: 1.29 -0.20 -0.08
H: 0.81 2.42 0.38
H: -0.59 2.31 -0.38
H: 0.36 -1.80 0.46
H: -2.15 -1.66 -0.33
H: 0.18 0.21 1.56

***

Stability ranking, top and bottom: model B is the most stable and model A is the least stable.

***

Model A:
Computed, not measured: C3H5NO4 as an isolated structure, with ωB97M-V/def2-TZVPD.

Summary:
Charge: 0
Frontier orbital gap: 9.37 eV
LUMO: -0.85 eV

Cartesian coordinates (Å):
O: -1.12 1.51 0.07
O: 2.99 -0.13 -0.31
O: 1.68 -0.62 1.32
O: 0.31 1.62 -0.10
N: 1.89 -0.29 0.20
C: -0.65 -0.66 -0.38
C: -1.40 0.29 0.62
C: 0.69 -0.12 -0.70
H: -1.23 -0.52 -1.29
H: -2.53 0.34 0.80
H: -0.57 -1.67 -0.16
H: -1.13 0.01 1.61
H: 1.06 0.25 -1.68

***

Model B:
Computed, not measured: a 2-piece molecular cluster, C3H5NO4 overall, with ωB97M-V/def2-TZVPD.

Summary:
Charge: 0
Frontier orbital gap: 8.44 eV
LUMO: -0.79 eV

Cartesian coordinates (Å):
O: -0.31 -1.06 0.29
O: 1.77 -0.67 -0.17
O: -3.28 0.47 -0.37
O: 3.15 1.09 0.16
N: -1.98 0.53 0.00
C: 0.49 0.10 0.06
C: 3.07 -0.13 -0.32
C: -1.54 -0.71 -0.03
H: 0.31 0.84 0.94
H: -2.05 -1.49 0.36
H: 3.76 -0.98 -0.56
H: 0.39 0.54 -0.98
H: -3.78 1.47 0.63

***

Stability ranking, top and bottom: model B is the most stable and model A is the least stable.

***

Model A:
Computed, not measured: a 2-piece molecular cluster, H3N3O2 overall, with ωB97M-V/def2-TZVPD.

Summary:
Charge: 0
Frontier orbital gap (alpha / beta): 8.07 / 8.34 eV
LUMO (alpha / beta): 0.71 / 0.05 eV

Cartesian coordinates (Å):
O: 1.14 -1.04 0.40
O: -2.24 0.52 0.43
N: -2.38 -0.45 -0.21
N: 0.59 -0.31 -0.65
N: 0.35 0.85 -0.11
H: 0.47 1.62 -0.71
H: 0.80 0.83 0.80
H: 1.26 -2.02 0.05

***

Model B:
Computed, not measured: one molecule with the formula H3N3O2, with ωB97M-V/def2-TZVPD.

Summary:
Charge: 0
Frontier orbital gap: 10.13 eV
LUMO: 0.66 eV

Cartesian coordinates (Å):
O: 1.95 0.36 -0.08
O: 0.32 -1.81 0.12
N: 0.65 0.75 -0.11
N: -0.16 -0.18 -0.02
N: -1.46 -0.08 -0.03
H: -1.88 0.79 0.28
H: 2.48 1.12 -0.36
H: -1.90 -0.96 0.20

***

Model C:
Computed, not measured: a 2-piece molecular cluster, H3N3O2 overall, with ωB97M-V/def2-TZVPD.

Summary:
Charge: 0
Frontier orbital gap (alpha / beta): 8.90 / 8.56 eV
LUMO (alpha / beta): -0.05 / -0.30 eV

Cartesian coordinates (Å):
O: -0.85 0.12 -2.03
O: 0.70 -0.29 1.37
N: 0.32 -1.28 -0.61
N: 0.04 0.57 0.75
N: -0.37 -0.40 -1.00
H: -0.91 0.79 1.06
H: 0.53 -2.00 -1.33
H: 0.55 1.37 0.41

***

Model D:
Computed, not measured: one molecule with the formula H3N3O2, with ωB97M-V/def2-TZVPD.

Summary:
Charge: 0
Frontier orbital gap: 10.37 eV
LUMO: 0.27 eV

Cartesian coordinates (Å):
O: 1.75 0.34 0.07
O: 0.71 0.73 -1.89
N: -0.45 -0.24 -0.33
N: -0.64 -0.56 0.94
N: 0.70 0.30 -0.77
H: -1.01 0.28 1.58
H: 0.21 -0.83 1.28
H: -1.26 -0.02 -0.88

***

Stability ranking, top and bottom: model D is the most stable and model B is the least stable.

***

Model A:
Computed, not measured: a 3-piece molecular cluster, C5H12NO2 overall, with ωB97M-V/def2-TZVPD.

Summary:
Charge: +1
Frontier orbital gap: 4.76 eV
LUMO: -8.19 eV

Cartesian coordinates (Å):
O: -3.04 -0.28 0.57
O: 2.78 0.17 -0.61
N: 1.28 0.63 1.30
C: 0.00 0.39 -1.82
C: 0.04 0.20 0.80
C: 0.31 -0.47 -0.63
C: -0.71 -0.66 1.71
C: -1.16 0.41 -2.37
H: -1.34 0.43 -3.46
H: -2.25 -0.35 1.12
H: 1.31 -0.90 -0.74
H: -2.83 -0.23 -0.37
H: 1.48 0.72 2.29
H: -0.52 1.11 0.51
H: 3.71 0.40 -0.70
H: -0.41 -1.69 1.87
H: -1.12 -0.19 2.61
H: 0.80 1.10 -2.08
H: -0.48 -1.23 -0.66
H: 2.15 0.48 0.64

***

Model B:
Computed, not measured: a 2-piece molecular cluster, C5H12NO2 overall, with ωB97M-V/def2-TZVPD.

Summary:
Charge: +1
Frontier orbital gap: 10.92 eV
LUMO: -3.18 eV

Cartesian coordinates (Å):
O: 2.90 -1.53 -0.91
O: 0.86 0.73 1.33
N: 0.20 -0.80 -0.82
C: -1.70 -1.68 0.31
C: -1.68 0.80 -0.18
C: 0.33 1.80 1.13
C: -1.16 -0.61 -0.24
C: -0.67 1.98 0.03
H: 0.64 2.70 1.67
H: 0.78 -0.06 -0.40
H: 0.65 -1.65 -0.50
H: -2.51 0.80 0.51
H: -0.49 2.31 -0.99
H: -1.33 2.78 0.30
H: 3.67 -1.09 -0.56
H: -2.17 0.95 -1.14
H: 3.25 -2.22 -1.49
H: -1.31 -2.69 0.39
H: -2.68 -1.61 0.76
H: 0.16 -0.74 -1.83

***

Stability ranking, top and bottom: model B is the most stable and model A is the least stable.

***

Model A:
Computed, not measured: an isolated ion of composition C6H7N2O3S and charge -1, with ωB97M-V/def2-TZVPD.

Summary:
Charge: -1
Frontier orbital gap: 7.91 eV
LUMO: 3.25 eV

Cartesian coordinates (Å):
S: -2.24 0.19 0.57
O: 1.36 0.97 0.84
O: 0.75 -2.59 -1.69
O: 1.47 0.21 -1.35
N: -1.30 -2.13 -0.60
N: 0.09 -1.08 0.91
C: 0.48 2.23 -1.13
C: 0.32 0.13 1.57
C: -0.99 -1.14 0.22
C: -1.04 0.92 1.72
C: -0.42 -2.75 -1.42
C: 1.08 1.23 -0.48
H: -0.90 -3.58 -2.02
H: 1.69 -0.54 -0.79
H: 0.34 3.17 -0.65
H: 1.07 0.02 2.43
H: -1.28 0.72 2.72
H: -0.73 1.98 1.30
H: 0.23 2.02 -2.14

***

Model B:
Computed, not measured: an isolated ion of composition C6H7N2O3S and charge -1, with ωB97M-V/def2-TZVPD.

Summary:
Charge: -1
Frontier orbital gap: 6.45 eV
LUMO: 3.34 eV

Cartesian coordinates (Å):
S: 0.94 -0.86 1.45
O: -3.65 0.92 1.36
O: 0.87 -0.52 2.85
O: 1.58 -2.17 1.10
N: 0.26 -1.51 -1.50
N: -2.72 0.39 0.59
C: -2.83 0.25 -0.79
C: -0.63 -0.88 -0.83
C: -0.59 -0.66 0.59
C: -1.64 -0.08 1.21
C: 2.06 0.46 1.01
C: -1.86 -0.43 -1.45
H: 1.98 0.95 -0.01
H: -3.74 0.59 -1.11
H: -1.85 0.12 2.28
H: 1.00 -1.89 -0.92
H: -2.09 -0.64 -2.55
H: 3.02 0.10 0.96
H: 1.99 1.25 1.84

***

Stability ranking, top and bottom: model A is the most stable and model B is the least stable.

***

Model A:
Computed, not measured: a 2-piece molecular cluster, H4NP overall, with ωB97M-V/def2-TZVPD.

Summary:
Charge: 0
Frontier orbital gap (alpha / beta): 7.59 / 7.61 eV
LUMO (alpha / beta): -2.02 / -2.02 eV

Cartesian coordinates (Å):
P: -0.07 0.36 -0.01
N: 1.41 -0.08 0.02
H: -1.02 -0.09 0.90
H: -0.19 1.73 0.18
H: -0.82 0.26 -1.19
H: 0.69 -2.17 0.11

***

Model B:
Computed, not measured: H4NP as an isolated structure, with ωB97M-V/def2-TZVPD.

Summary:
Charge: 0
Frontier orbital gap: 8.81 eV
LUMO: -0.21 eV

Cartesian coordinates (Å):
P: 0.57 1.51 -0.57
N: 1.70 0.68 0.02
H: 1.28 -2.07 -0.62
H: 1.90 -0.31 -0.16
H: 0.67 2.77 0.23
H: 1.07 -2.81 -0.46

***

Model C:
Computed, not measured: a 2-piece molecular cluster, H4NP overall, with ωB97M-V/def2-TZVPD.

Summary:
Charge: 0
Frontier orbital gap (alpha / beta): 7.67 / 7.96 eV
LUMO (alpha / beta): -0.99 / -0.85 eV

Cartesian coordinates (Å):
P: 0.93 -0.01 0.13
N: -0.71 -0.30 -0.06
H: -1.41 0.96 1.05
H: 1.27 -0.75 -1.02
H: 0.94 1.19 -0.60
H: -1.02 -1.09 0.50

***

Model D:
Computed, not measured: a 2-piece molecular cluster, H4NP overall, with ωB97M-V/def2-TZVPD.

Summary:
Charge: 0
Frontier orbital gap: 9.85 eV
LUMO: 0.50 eV

Cartesian coordinates (Å):
P: -0.18 0.23 -0.10
N: 1.34 0.09 -0.04
H: -0.62 1.44 0.38
H: -0.93 -0.39 0.87
H: 1.32 -1.38 0.14
H: -0.93 0.02 -1.25

***

Stability ranking, top and bottom: model B is the most stable and model A is the least stable.

***

Model A:
Computed, not measured: one molecule with the formula C5H8O5, with ωB97M-V/def2-TZVPD.

Summary:
Charge: 0
Frontier orbital gap (alpha / beta): 7.98 / 7.99 eV
LUMO (alpha / beta): -0.73 / -0.73 eV

Cartesian coordinates (Å):
O: -2.02 -1.00 -0.33
O: 0.43 1.19 -1.68
O: 2.50 -1.21 -0.27
O: 2.10 0.80 0.65
O: 0.09 -2.20 0.83
C: -1.00 -0.07 -0.14
C: -0.09 0.06 -1.22
C: 1.73 -0.30 0.33
C: 0.24 -0.98 0.89
C: -1.49 1.20 0.53
H: 0.20 -0.41 1.84
H: 0.18 -0.81 -1.81
H: -1.61 -1.88 -0.22
H: -2.12 0.92 1.37
H: -2.08 1.81 -0.16
H: 0.21 1.93 -1.10
H: -0.65 1.79 0.90
H: 3.38 -0.83 -0.41

***

Model B:
Computed, not measured: one molecule with the formula C5H8O5, with ωB97M-V/def2-TZVPD.

Summary:
Charge: 0
Frontier orbital gap: 10.71 eV
LUMO: 0.27 eV

Cartesian coordinates (Å):
O: -0.75 -0.85 -3.31
O: 0.74 0.12 2.71
O: 0.66 -1.32 -1.67
O: -0.60 -1.20 0.86
O: 1.33 2.27 2.31
C: -1.29 -0.02 -1.21
C: -0.35 -0.75 -2.01
C: 0.84 1.22 1.90
C: 0.42 0.91 0.42
C: -0.83 0.03 0.27
H: 0.30 -0.46 2.30
H: -0.04 -1.54 0.37
H: 0.28 1.69 0.02
H: -2.36 -0.61 -1.12
H: 1.00 0.37 -0.19
H: -0.10 -1.36 -3.98
H: -1.22 0.90 -1.59
H: -1.69 0.41 0.83

***

Stability ranking, top and bottom: model A is the most stable and model B is the least stable.

***

Model A:
Computed, not measured: C14H14BrNO2V as an isolated structure, with ωB97M-V/def2-TZVPD.

Summary:
Multiplicity: 4
Charge: -2
Frontier orbital gap (alpha / beta): 4.24 / 4.26 eV
LUMO (alpha / beta): 4.92 / 4.91 eV
<S²>: 3.76

Cartesian coordinates (Å):
Br: -2.27 0.42 -0.45
V: -0.10 0.55 0.67
O: -1.45 -0.49 2.99
O: 0.19 -3.16 -0.29
N: -0.23 -1.52 1.34
C: -1.02 -2.93 3.06
C: 0.74 2.37 0.50
C: -3.41 2.03 -2.80
C: 0.92 1.65 -0.72
C: -2.87 3.93 -1.61
C: 1.39 1.66 1.55
C: -3.71 2.79 -1.62
C: -0.36 -3.79 2.01
C: -0.06 -2.83 0.86
C: -2.41 2.73 -3.52
C: 1.69 0.47 -0.42
C: -2.07 3.90 -2.79
C: 1.97 0.47 0.98
C: -0.93 -1.52 2.51
H: -2.05 -3.26 3.20
H: -0.52 -3.00 4.03
H: 0.57 -4.24 2.38
H: 1.49 1.93 2.60
H: -0.98 -4.61 1.67
H: 0.28 3.35 0.61
H: 2.60 -0.22 1.56
H: -4.45 2.54 -0.86
H: 2.08 -0.25 -1.15
H: -3.85 1.08 -3.09
H: 0.66 1.97 -1.73
H: -1.98 2.41 -4.47
H: -1.34 4.65 -3.09
H: -2.84 4.69 -0.84

***

Model B:
Computed, not measured: C14H14BrNO2V as an isolated structure, with ωB97M-V/def2-TZVPD.

Summary:
Multiplicity: 4
Charge: -2
Frontier orbital gap (alpha / beta): 4.95 / 5.31 eV
LUMO (alpha / beta): 5.45 / 5.44 eV
<S²>: 3.76

Cartesian coordinates (Å):
Br: -0.99 -2.32 -0.85
V: 0.68 -0.24 -0.10
O: -2.06 -0.76 2.32
O: -2.21 1.55 -1.70
N: -1.70 0.42 0.28
C: 2.96 -1.97 -0.42
C: 2.01 1.30 0.21
C: -3.99 0.02 1.03
C: 0.79 0.31 1.94
C: -2.55 1.01 -0.69
C: 1.85 -2.23 -1.26
C: -4.05 0.85 -0.22
C: 0.76 1.93 0.24
C: 2.05 0.30 1.28
C: 0.03 1.38 1.34
C: 2.75 -0.19 -1.88
C: 1.69 -1.09 -2.16
C: 3.54 -0.75 -0.83
C: -2.45 -0.18 1.31
H: 1.02 -1.04 -3.01
H: 2.84 -0.40 1.56
H: -4.47 1.85 -0.04
H: 0.53 -0.28 2.80
H: -4.66 0.39 -1.00
H: 2.98 0.70 -2.44
H: 0.42 2.70 -0.43
H: -4.43 0.53 1.89
H: 2.78 1.54 -0.49
H: -4.49 -0.96 0.92
H: -0.85 1.82 1.79
H: 3.36 -2.65 0.33
H: 4.49 -0.36 -0.44
H: 1.36 -3.20 -1.31

***

Stability ranking, top and bottom: model A is the most stable and model B is the least stable.